# 1
Here is a gas-phase ion, C9H10N3O (charge +1) in a non-equilibrium geometry from OMol25. Energies are from the ωB97M-V functional and the def2-TZVPD basis.

Properties
energy relative to the best compared isomer or geometry (same formula, charge and spin): 152.2 kJ/mol
SMILES: C/C=C/[n+]1[nH]c(=O)n2ccccc21
gap between HOMO and LUMO: 8.7 eV
F_max: 4.45 eV Å⁻¹
energy: -588.15790 Ha
E_LUMO: -4.091 eV

Geometry as ORCA input:
```
! wB97M-V def2-TZVPD RIJCOSX def2/J DEFGRID3
* xyz 1 1
H -3.7018 -1.4574 -0.6362
C 1.3815 0.1622 -0.0138
C 3.5728 -0.2726 0.7960
N 0.9713 -1.6490 -1.0748
O 2.9438 -2.8178 -0.5280
H 0.3956 -2.2361 -1.6505
H -3.5479 -0.4422 0.7816
H -3.4217 0.4044 -0.7841
C 3.6531 0.9026 1.4957
H 4.4185 -0.9941 0.8108
N 0.4276 -0.3901 -0.7724
H 0.5880 1.9947 0.6033
H -1.1902 0.7296 -1.3894
H 2.4774 2.7079 1.9917
N 2.4748 -0.6200 0.1479
C 2.5082 1.6863 1.4306
C -3.2171 -0.5769 -0.2863
H 4.6486 1.2206 2.0581
H -1.5739 -1.8505 0.3333
C -1.7662 -0.9941 -0.2317
C 1.3846 1.3441 0.6870
C 2.1868 -1.9252 -0.4874
C -0.9308 -0.0612 -0.6887
*
```



# 2
Here is a gas-phase ion, C9H10N3O (charge +1) in a non-equilibrium geometry from OMol25. Energies are from the ωB97M-V functional and the def2-TZVPD basis.

Properties
energy relative to the best compared isomer or geometry (same formula, charge and spin): 358.0 kJ/mol
SMILES: CN1C=CO[NH+]=C1c1cccnc1
gap between HOMO and LUMO: 8.2 eV
F_max: 3.46 eV Å⁻¹
energy: -588.07950 Ha
E_LUMO: -4.467 eV

Geometry as ORCA input:
```
! wB97M-V def2-TZVPD RIJCOSX def2/J DEFGRID3
* xyz 1 1
H 3.8520 -2.0575 1.3545
H -1.5739 1.0742 1.4722
N 2.0606 0.4307 0.0490
H -1.5337 -1.4408 1.2672
C 2.9614 -1.4364 1.0275
C -0.1359 1.4270 -1.6494
O 3.2290 -0.2276 0.4775
H 1.3548 -2.9689 1.3537
C -2.2111 2.3815 -1.4526
H -3.4148 2.1012 0.3054
C 1.7407 -2.0137 1.1212
H -0.5463 -2.9391 1.1843
H -2.9935 2.8213 -2.1174
C -1.4661 1.0916 0.3791
H 0.6763 1.1222 -2.3437
N -1.1119 2.1504 -2.1757
C -0.2906 0.8193 -0.3846
C -0.7763 -1.9373 0.6365
H -1.1322 -1.9730 -0.3914
H 2.4584 1.1189 -0.5868
N 0.5725 -1.2647 0.6125
C 0.7696 -0.0556 0.1085
C -2.4890 1.7763 -0.2476
*
```



Question: Which of these has the lowest F_max?
Answer: number 2



Question: Which value of F_max does entry 2 give?
Answer: 3.46 eV Å⁻¹